Entry from the OMol25 dataset: C20H49F5N7O16S3 as an isolated structure at a distorted geometry (wB97M-V/def2-TZVPD).

Properties
LUMO level (eV): -6.5
Charge: +3
ΔE to the lowest compared entry with this formula, charge and spin (kJ/mol): 0.0
DFT total energy (eV): -110792.2618
Kohn-Sham gap (eV): 8.0

Geometry (Å):
S 3.641 -2.479 0.702
S 3.663 -2.159 -1.945
S 1.915 2.310 2.142
F 3.072 -1.418 1.796
F 1.266 4.455 0.928
F 2.757 3.490 -0.125
F 3.190 4.662 1.762
F 2.498 -1.984 -2.987
O -2.856 -1.863 4.847
O 3.123 -3.726 1.033
O -5.354 3.198 2.738
O -1.535 0.501 -1.430
O 3.943 -3.562 -2.034
O 3.244 1.751 2.289
O 4.296 2.119 -3.491
O 5.663 -0.032 3.576
O -2.005 -2.603 2.724
O -0.657 -1.613 4.222
O 5.000 -2.210 0.647
O 4.638 -1.170 -2.324
O 1.000 1.595 1.161
O -4.182 -2.679 0.508
O -6.825 -1.835 -2.698
O 1.268 2.822 3.330
N 7.839 -0.307 2.588
N -3.134 2.964 3.346
N -7.204 0.602 -2.426
N 4.535 2.875 -5.701
N 2.868 -1.760 -0.604
N 0.168 -0.425 -0.224
N -5.650 -4.345 -0.017
C -4.812 1.281 4.121
C -0.877 -1.188 0.482
C -4.629 2.500 3.334
C -3.358 -4.816 -0.215
C -8.637 0.263 -2.094
C 4.796 0.403 -5.093
C -6.199 -0.843 -2.536
C 8.631 0.359 3.740
C 0.760 1.087 -2.086
C 6.000 0.720 1.298
C -6.898 -3.716 0.351
C 4.486 1.769 -4.585
C -2.335 2.089 2.404
C -1.947 -1.979 4.055
C -4.722 -0.550 -2.427
C 2.343 3.773 1.173
C 6.296 0.155 2.548
C -0.366 0.462 -1.338
C 5.274 4.127 -5.210
C -4.426 -3.808 0.113
H -0.370 -2.006 1.018
H 4.341 0.305 -6.086
H -4.341 1.413 5.117
H 8.574 1.447 3.622
H -4.363 0.423 -2.826
H -7.213 -4.072 1.319
H 7.819 -1.366 2.698
H -8.995 -0.336 -2.934
H 0.434 2.044 -2.432
H 1.583 1.144 -1.366
H -0.400 -1.881 5.154
H 9.650 -0.006 3.832
H 6.137 -0.095 0.596
H -6.772 -2.645 0.309
H 6.767 1.478 1.112
H 5.906 0.311 -5.087
H -3.036 -2.930 2.536
H 0.986 -1.043 -0.516
H -4.413 -0.887 -1.411
H 4.839 4.506 -4.278
H -7.102 1.108 -3.298
H 0.535 0.362 0.428
H -3.109 3.926 2.972
H -1.396 -0.608 1.253
H 8.160 0.013 4.655
H -4.397 0.438 3.605
H -2.730 2.273 1.413
H -1.591 -1.727 -0.209
H -5.888 1.165 4.287
H -4.353 -1.358 -3.056
H 5.201 4.796 -6.048
H -6.798 1.159 -1.642
H 6.309 3.817 -5.027
H -8.556 -0.400 -1.239
H -2.384 -4.339 -0.103
H 5.057 1.219 1.401
H -3.399 -4.992 -1.278
H -1.295 2.373 2.507
H -3.373 -5.737 0.384
H -9.316 1.085 -1.882
H -5.692 -5.270 -0.315
H -2.657 3.049 4.249
H 8.245 -0.131 1.657
H 0.901 0.428 -2.947
H -7.684 -4.006 -0.345
H 4.431 -0.339 -4.365
H 3.549 3.087 -6.019
H -2.482 1.055 2.719
H 5.114 2.494 -6.500